A:
Entry from the OMol25 dataset: a structure of composition C7H15N4 (ωB97M-V with the def2-TZVPD basis set).

Summary:
Gap between HOMO and LUMO: 0.26934 Eh
Highest occupied orbital energy: -11.86 eV
LUMO energy: -4.5 eV

```
! wB97M-V def2-TZVPD RIJCOSX def2/J DEFGRID3
* xyz 1 1
C 1.583 0.927 -0.867
C 1.335 1.250 0.447
C -1.375 -0.190 -1.171
C -0.669 -1.422 -0.538
C -0.398 0.356 0.899
C -1.400 2.163 -0.401
C 0.506 -1.856 1.576
N 2.114 -0.310 -1.166
N 1.901 1.725 1.397
N -1.276 0.790 -0.065
N -0.207 -0.975 0.740
H 1.168 1.589 -1.721
H -0.958 0.114 -2.020
H -2.385 -0.316 -1.359
H -1.299 -2.233 -0.284
H 0.095 -1.857 -1.127
H -0.485 0.694 1.941
H -0.273 2.633 -0.234
H -1.783 2.304 -1.430
H -2.136 2.661 0.181
H 0.812 -1.380 2.504
H -0.171 -2.799 1.759
H 1.580 -1.982 1.028
H 2.550 -0.317 -2.025
H 1.379 1.847 2.370
H 2.705 -0.457 -0.411
*
```


B:
Entry from the OMol25 dataset: the ion C7H15N4 with charge +1 (ωB97M-V with the def2-TZVPD basis set).

Summary:
Gap between HOMO and LUMO: 0.30548 Eh
Structure (SMILES): CN(C)[C@@H]1[C@@H]2C=[NH+]C[C@@]21NN
Highest occupied orbital energy: -12.27 eV
LUMO energy: -4.0 eV

```
! wB97M-V def2-TZVPD RIJCOSX def2/J DEFGRID3
* xyz 1 1
C 0.110 -1.222 0.555
C -0.206 -1.939 -0.590
C -1.918 -0.395 -0.500
C -0.973 -0.088 0.644
C 2.430 1.325 -0.479
C 0.844 0.495 -2.092
C 0.444 0.443 0.397
N -1.330 -1.544 -1.234
N -1.086 1.024 2.783
N -1.690 0.054 1.900
N 1.089 0.959 -0.695
H 0.666 -1.563 1.492
H 0.327 -2.884 -0.879
H -1.973 0.293 -1.293
H 3.061 0.544 -0.510
H 2.830 2.146 -1.271
H 2.749 1.796 0.448
H 0.763 -0.653 -2.059
H -0.183 0.743 -2.401
H 1.685 1.044 -2.705
H 0.922 0.715 1.444
H -1.790 -1.753 -2.113
H -2.894 -0.464 0.068
H -1.665 1.288 3.571
H -1.893 -0.902 2.287
H -0.322 0.539 3.232
*
```


Tell me which of them is the least stable. Sure, it is B.


A:
Entry from the OMol25 dataset: a cluster of 2 separate species, C2H6O4S in total (ωB97M-V with the def2-TZVPD basis set).

Summary:
Gap between HOMO and LUMO: 0.33175 Eh
Structure (SMILES): O=S(=O)=O.COC
Highest occupied orbital energy: -10.01 eV
LUMO energy: -1.0 eV

```
! wB97M-V def2-TZVPD RIJCOSX def2/J DEFGRID3
* xyz 0 1
C -1.117 -0.180 2.109
C 0.867 -0.167 0.791
O -1.014 0.183 -3.616
O 1.217 -0.709 -2.958
O 0.778 1.723 -2.975
O 0.356 -0.361 2.092
S 0.324 0.389 -3.155
H -1.520 0.397 1.273
H -1.614 -1.105 2.024
H -1.449 0.245 3.169
H 1.925 -0.565 0.771
H 0.229 -0.689 0.014
H 1.018 0.839 0.463
*
```


B:
Entry from the OMol25 dataset: the molecule C2H6O4S (ωB97M-V with the def2-TZVPD basis set).

Summary:
Gap between HOMO and LUMO: 0.37978 Eh
Structure (SMILES): CS(=O)(=O)C(O)O
Highest occupied orbital energy: -9.83 eV
LUMO energy: 0.5 eV

```
! wB97M-V def2-TZVPD RIJCOSX def2/J DEFGRID3
* xyz 0 1
C 1.723 -0.298 0.543
C -0.977 0.549 -0.849
O -0.758 -1.023 1.251
O 0.290 -2.161 -0.686
O -0.461 1.768 -0.567
O -2.210 0.422 -0.354
S 0.037 -0.939 0.075
H 2.478 -1.222 0.724
H 2.003 0.257 -0.405
H 1.751 0.366 1.420
H -0.769 0.224 -1.794
H -0.809 2.230 0.226
H -2.297 -0.174 0.417
*
```


Tell me which of them is the least stable. Sure, it is A.


A:
Entry from the OMol25 dataset: the ion C7H11N2S with charge +1 (ωB97M-V with the def2-TZVPD basis set).

Summary:
Gap between HOMO and LUMO: 0.30432 Eh
Highest occupied orbital energy: -13.76 eV
LUMO energy: -5.5 eV

```
! wB97M-V def2-TZVPD RIJCOSX def2/J DEFGRID3
* xyz 1 1
C 0.375 1.539 -2.136
C 1.471 0.717 -1.549
C -1.034 -0.158 1.589
C -0.239 1.099 1.632
C -0.352 -1.283 0.847
C -0.899 -1.575 -0.590
C 0.773 -1.783 1.198
N -0.158 2.644 -1.860
N 0.790 1.258 0.910
S 1.779 0.373 0.015
H -0.064 1.028 -3.085
H 2.250 0.565 -2.371
H -1.101 -0.474 2.675
H -2.023 0.135 1.228
H -0.630 2.045 2.084
H -1.812 -1.076 -0.714
H -1.261 -2.642 -0.532
H -0.143 -1.297 -1.370
H 1.119 -2.730 0.835
H 1.097 -1.574 2.243
H 0.061 3.190 -1.049
*
```


B:
Entry from the OMol25 dataset: the ion C7H11N2S with charge +1 (ωB97M-V with the def2-TZVPD basis set).

Summary:
Gap between HOMO and LUMO: 0.36990 Eh
Highest occupied orbital energy: -13.67 eV
LUMO energy: -3.6 eV

```
! wB97M-V def2-TZVPD RIJCOSX def2/J DEFGRID3
* xyz 1 1
C 2.580 1.279 0.463
C 3.370 0.247 -0.058
C 1.093 -0.355 0.023
C -1.382 -0.539 -1.326
C -1.810 0.890 -0.892
C -0.672 -0.577 0.056
C -0.989 -1.678 1.100
N 1.351 0.824 0.464
N -1.133 0.746 0.448
S 2.490 -1.146 -0.528
H 2.731 2.317 0.783
H 4.377 0.409 -0.354
H -2.272 -1.166 -1.194
H -0.964 -0.889 -2.310
H -1.304 1.720 -1.503
H -2.927 1.045 -0.966
H -2.091 -1.712 1.167
H -0.595 -1.361 1.988
H -0.577 -2.576 0.780
H 0.548 1.588 0.674
H -1.824 0.935 1.184
*
```


Tell me which of them is the least stable. Sure, it is A.